[1]
# C20H52AlB3O10S5

A molecular structure, C20H52AlB3O10S5 in a non-equilibrium geometry (wB97M-V/def2-TZVPD, the OMol25 dataset).

Structure (XYZ):
```
91
Properties=species:S:1:pos:R:3:forces:R:3:mulliken_charge:R:1
Al 28.510 -5.572 20.099 -0.25 0.14 -0.13 0.875
B 24.747 -6.810 21.494 -0.08 -0.28 0.01 0.258
H 24.731 -6.065 20.714 1.43 2.85 -3.90 -0.154
H 23.860 -6.687 22.097 -3.29 -0.74 3.29 -0.078
H 24.795 -7.779 21.023 -1.04 -3.82 -2.58 -0.146
H 25.581 -6.651 22.159 3.28 2.05 3.03 -0.166
B 27.835 -4.226 16.264 -0.43 0.59 -0.03 0.211
H 27.470 -3.695 15.398 -1.17 3.35 -2.83 -0.113
H 27.939 -5.267 15.999 0.84 -4.95 0.32 -0.041
H 28.809 -3.889 16.583 4.79 1.14 0.13 -0.207
H 27.108 -4.082 17.047 -3.94 -0.24 2.74 -0.211
B 32.789 -5.376 20.556 0.46 0.00 -0.50 0.148
H 33.848 -5.401 20.355 4.03 -1.01 -1.49 -0.067
H 32.494 -6.338 20.947 -0.35 -3.94 2.89 -0.052
H 32.432 -4.674 21.294 -2.77 2.64 2.96 -0.068
H 32.284 -5.156 19.628 -1.58 2.32 -3.94 -0.174
C 26.437 -13.641 20.445 0.27 -0.56 0.27 -0.572
C 27.804 -14.227 19.948 1.34 0.58 0.49 -0.628
C 28.777 -13.041 19.704 -0.42 0.41 -0.25 -0.776
S 28.493 -11.919 21.112 0.56 0.04 -1.27 1.016
O 28.711 -10.534 20.648 -0.19 -1.58 1.07 -0.596
O 29.195 -12.443 22.293 -1.15 0.71 -1.27 -0.625
C 26.679 -12.273 21.103 1.38 0.66 0.31 -0.618
H 25.951 -14.353 21.113 0.30 0.07 0.35 0.270
H 25.680 -13.545 19.667 0.44 0.26 -0.40 0.319
H 27.790 -14.954 19.136 -0.48 0.48 -0.34 0.381
H 28.348 -14.781 20.714 -0.61 -0.17 0.59 0.300
H 28.524 -12.475 18.808 -0.23 0.19 0.07 0.336
H 29.854 -13.199 19.641 -0.11 -0.58 0.24 0.459
H 26.350 -11.441 20.481 -0.35 -0.06 0.23 0.298
H 26.469 -12.101 22.159 -0.75 -0.34 -0.13 0.446
C 23.391 0.469 18.702 -0.63 -0.77 0.15 -0.605
C 23.484 1.507 19.852 0.95 -1.68 0.58 -0.535
C 24.420 0.761 20.866 0.37 0.32 -0.21 -0.749
S 24.128 -1.051 20.770 0.80 0.28 0.21 1.020
O 23.408 -1.497 21.955 0.17 0.29 -1.08 -0.649
O 25.396 -1.708 20.439 -1.24 0.58 0.12 -0.577
C 23.069 -0.947 19.268 0.64 0.53 1.31 -0.702
H 24.373 0.387 18.237 0.10 0.19 -0.03 0.291
H 22.692 0.736 17.909 -0.10 0.04 0.11 0.365
H 22.590 1.742 20.431 -0.41 -0.08 -0.67 0.305
H 23.918 2.417 19.440 0.08 0.02 0.38 0.290
H 24.324 1.070 21.907 -0.14 -0.09 -0.09 0.406
H 25.470 0.841 20.585 0.01 0.11 -0.03 0.370
H 22.083 -1.040 19.724 -0.24 -0.03 -0.52 0.346
H 23.373 -1.811 18.677 -0.29 0.23 -0.21 0.410
C 33.245 -1.709 16.695 -0.66 -0.22 0.22 -0.689
C 32.501 -0.717 15.681 -0.33 -0.78 1.64 -0.578
C 31.235 -0.162 16.443 0.53 0.09 1.16 -0.627
S 31.557 -0.423 18.278 -0.11 0.14 -0.14 0.989
O 30.807 -1.589 18.789 0.43 1.91 -0.49 -0.507
O 31.512 0.932 18.878 -0.07 -2.38 -0.38 -0.654
C 33.257 -1.056 18.116 -0.36 1.63 -1.27 -0.672
H 34.243 -1.873 16.288 0.06 -0.04 0.34 0.406
H 32.755 -2.678 16.784 -0.11 0.00 -0.22 0.298
H 32.186 -1.179 14.745 0.07 -0.36 0.24 0.325
H 33.339 -0.071 15.417 -0.75 1.02 0.11 0.293
H 30.267 -0.640 16.293 0.39 -0.74 -0.43 0.323
H 30.955 0.892 16.423 0.75 0.16 -0.34 0.357
H 33.516 -1.542 19.057 -0.11 -0.63 -0.50 0.431
H 33.847 -0.142 18.053 0.21 0.09 0.09 0.302
C 30.935 -0.460 26.758 -2.90 -0.14 -1.64 -0.456
C 29.663 -1.108 27.451 -0.78 0.10 0.82 -0.710
C 28.520 -1.555 26.471 -0.04 -0.69 -0.36 -0.590
S 29.096 -1.377 24.806 1.46 2.07 -0.16 1.060
O 28.596 -0.098 24.299 0.33 -1.18 0.17 -0.637
O 28.928 -2.593 24.035 0.25 0.62 0.45 -0.624
C 30.893 -1.070 25.343 -0.12 -1.15 0.00 -0.821
H 31.916 -0.569 27.221 -0.40 -0.10 0.20 0.332
H 30.627 0.577 26.621 0.65 0.29 0.33 0.275
H 29.167 -0.375 28.088 0.33 0.26 0.06 0.301
H 29.876 -1.910 28.158 0.33 -0.25 -0.38 0.325
H 27.561 -1.038 26.494 0.37 0.70 0.30 0.368
H 28.168 -2.586 26.468 0.67 -0.35 0.67 0.359
H 31.443 -0.531 24.572 -0.27 -0.03 -0.02 0.464
H 31.295 -2.076 25.465 0.11 -0.19 -0.50 0.353
C 22.798 -8.277 14.471 -0.32 0.90 0.61 -0.646
C 22.081 -9.128 15.551 0.59 -1.53 -0.37 -0.635
C 22.810 -9.039 16.886 1.03 1.77 -0.06 -0.705
S 24.614 -9.084 16.371 -1.01 -0.24 0.46 0.952
O 24.810 -10.491 16.178 0.39 -0.88 -0.53 -0.642
O 25.602 -8.402 17.191 -1.17 0.11 -0.73 -0.560
C 24.308 -8.253 14.747 0.50 0.44 1.23 -0.541
H 22.384 -7.274 14.570 0.35 0.31 0.13 0.311
H 22.563 -8.503 13.431 0.03 -0.70 0.21 0.316
H 22.201 -10.162 15.226 -0.36 -0.23 0.02 0.296
H 21.016 -8.932 15.673 0.12 0.22 -0.20 0.385
H 22.619 -9.783 17.659 0.17 -0.27 -0.47 0.410
H 22.617 -8.069 17.344 0.11 0.19 0.09 0.349
H 24.991 -8.671 14.007 -0.27 -0.25 0.08 0.421
H 24.676 -7.261 15.007 -0.10 0.20 -0.39 0.281
```
Positions in Å, forces in eV/Å.

* lowest unoccupied orbital energy: -7.272 eV
* HOMO-LUMO gap: 1.89 eV
* energy above the lowest of the compared OMol25 structures with the same formula, charge and spin: 311.4 kcal/mol
* strongest force on any atom: 5.04 eV/Å
* molecular weight: 672.4 g/mol
* total charge: 0

=====

[2]
# C20H52Cl2N3O15P3

7 unconnected molecules or ions with the total composition C20H52Cl2N3O15P3 in a non-equilibrium geometry (wB97M-V/def2-TZVPD, the OMol25 dataset).

Structure (XYZ):
```
95
Properties=species:S:1:pos:R:3:forces:R:3:lowdin_spin:R:1
C -15.421 -15.085 7.872 1.11 0.91 0.88 0.060
C -14.709 -16.430 7.841 -3.46 -2.08 -1.66 0.081
O -13.819 -16.736 8.698 -0.26 0.38 -0.86 0.797
N -15.279 -17.371 7.011 2.56 1.29 2.13 0.041
C -14.668 -18.678 6.729 0.56 0.60 -0.77 0.005
H -16.087 -14.911 7.027 0.09 -0.50 0.00 0.009
H -14.694 -14.276 7.955 0.40 -0.03 -0.58 -0.002
H -15.901 -14.905 8.833 -0.51 -0.70 0.13 -0.001
H -16.042 -17.108 6.404 -0.65 0.86 -0.04 0.002
H -13.589 -18.557 6.822 -0.01 -0.39 0.59 0.003
H -14.775 -18.798 5.651 -0.38 -0.39 0.06 0.001
H -15.091 -19.522 7.273 0.09 0.29 0.08 0.000
C -25.343 -12.297 6.880 -0.07 1.07 -0.40 0.000
C -25.671 -13.287 7.917 -3.45 -0.33 0.90 0.000
O -26.849 -13.385 8.380 2.73 0.22 -0.84 0.000
N -24.681 -14.076 8.267 0.73 -2.18 2.52 0.000
C -24.814 -15.156 9.370 0.68 1.76 -2.23 0.000
H -25.905 -11.414 7.183 0.04 0.18 -0.47 0.000
H -25.689 -12.649 5.909 -0.14 0.09 0.03 0.000
H -24.283 -12.054 6.804 0.00 -0.07 0.04 0.000
H -23.739 -13.931 7.931 -0.25 0.02 -0.30 0.000
H -24.363 -16.003 8.855 -0.27 -0.43 0.68 0.000
H -25.866 -15.274 9.631 0.26 -0.01 -0.15 0.000
H -24.201 -14.811 10.202 -0.17 -0.29 0.15 0.000
C -19.460 -15.978 3.967 -1.46 1.04 -0.17 0.000
C -18.049 -16.245 4.292 -0.11 0.65 -1.15 0.000
O -17.611 -16.147 5.407 0.97 -0.26 3.34 0.002
N -17.216 -16.365 3.278 0.35 -1.21 -1.46 0.001
C -15.770 -16.351 3.382 0.19 0.98 -0.65 0.000
H -19.880 -15.429 4.810 -0.24 -0.67 0.26 0.000
H -20.100 -16.794 3.634 0.24 -0.20 0.36 0.000
H -19.532 -15.217 3.189 0.30 -0.11 -0.42 0.000
H -17.637 -16.472 2.366 0.34 0.07 0.00 0.000
H -15.306 -16.997 2.636 -0.14 -0.15 0.20 0.000
H -15.348 -16.522 4.372 -0.54 -0.34 -0.09 0.000
H -15.493 -15.327 3.131 0.50 0.05 -0.02 0.000
C -21.526 -11.757 8.188 -0.11 -0.51 0.65 0.000
O -21.808 -11.833 6.817 0.52 -0.66 -2.42 0.000
P -21.303 -13.042 5.820 0.19 1.62 0.93 0.000
O -22.184 -14.223 5.993 1.52 0.57 -0.12 0.000
O -21.325 -12.337 4.372 -1.52 -0.80 1.11 0.000
C -22.542 -12.654 3.548 0.79 -0.18 -0.33 0.000
O -19.688 -13.199 6.136 -2.90 -1.01 -0.20 0.000
C -18.666 -12.414 5.574 0.58 0.99 0.13 0.000
H -20.621 -11.173 8.357 0.07 -0.16 0.12 0.000
H -21.465 -12.766 8.596 0.37 0.05 0.30 0.000
H -22.369 -11.276 8.684 0.02 0.17 -0.11 0.000
H -23.462 -12.985 4.030 0.53 0.02 0.93 0.000
H -22.181 -13.491 2.951 -0.41 0.35 -0.48 0.000
H -22.831 -11.759 2.998 0.62 -0.11 -0.14 0.000
H -18.526 -12.549 4.502 -0.17 -0.24 0.02 0.000
H -17.759 -12.679 6.117 0.06 -0.07 -0.17 0.000
H -18.843 -11.356 5.768 -0.03 0.10 -0.09 0.000
C -19.093 -15.237 8.557 0.93 -1.11 -1.69 0.000
O -18.914 -15.618 9.881 -0.39 1.04 2.73 0.000
P -18.927 -14.438 10.989 -0.36 -0.26 1.13 0.000
O -17.712 -13.568 11.024 -1.73 -1.37 0.01 0.000
O -20.351 -13.717 10.702 1.01 0.87 0.69 0.000
C -20.732 -12.568 11.559 -1.01 -0.22 -0.12 0.000
O -19.272 -15.297 12.347 3.68 3.59 -1.34 0.000
C -20.400 -16.020 12.394 -2.44 -3.05 -0.39 0.000
H -18.507 -14.346 8.331 -0.54 0.32 -0.20 0.000
H -20.131 -15.261 8.226 -0.04 0.60 0.23 0.000
H -18.607 -16.066 8.042 -0.05 0.16 -0.64 0.000
H -20.270 -12.502 12.544 0.63 -0.37 -0.33 0.000
H -21.795 -12.665 11.781 -0.04 -0.40 -0.21 0.000
H -20.671 -11.607 11.047 0.61 -0.27 -0.28 0.000
H -21.052 -15.862 13.253 0.23 0.64 0.09 0.000
H -20.087 -17.062 12.462 -0.23 -0.30 0.03 0.000
H -20.981 -15.948 11.475 -0.27 0.10 0.10 0.000
C -16.249 -10.903 8.611 -0.26 -0.96 1.20 0.000
O -15.449 -10.859 7.449 -0.12 1.60 -1.81 0.000
P -15.429 -9.452 6.619 -0.24 1.26 0.96 0.000
O -14.893 -8.281 7.384 -0.52 -1.90 -1.43 0.000
O -16.928 -9.220 6.080 -0.98 0.36 0.06 0.000
C -17.365 -8.175 5.140 0.41 0.02 -0.35 0.000
O -14.730 -9.926 5.276 -0.52 -1.75 1.75 0.000
C -14.095 -9.011 4.471 1.50 1.53 -0.46 0.000
H -15.915 -10.235 9.405 -0.15 0.49 -0.38 0.000
H -16.111 -11.890 9.052 0.02 -0.18 -0.15 0.000
H -17.313 -10.830 8.385 0.03 0.42 -0.03 0.000
H -17.780 -8.594 4.223 0.61 -0.75 -0.03 0.000
H -16.561 -7.487 4.880 0.16 -0.22 0.14 0.000
H -18.209 -7.542 5.413 0.16 -0.30 1.38 0.000
H -13.109 -9.389 4.200 -0.22 -0.28 -0.46 0.000
H -13.849 -8.134 5.069 -0.25 0.45 -0.27 0.000
H -14.722 -8.772 3.613 0.25 0.07 -0.08 0.000
Cl -23.937 -10.500 12.080 1.30 0.22 1.44 0.000
C -25.034 -10.863 10.797 0.22 -0.07 -1.04 0.000
C -26.038 -9.789 10.693 -1.37 0.98 -0.02 0.000
Cl -27.130 -10.008 12.082 -0.49 0.41 0.19 0.000
H -25.516 -11.804 11.063 0.20 -0.09 -0.72 0.000
H -24.411 -10.819 9.903 -0.27 -0.75 -0.23 0.000
H -26.654 -9.793 9.794 0.06 -0.62 -0.03 0.000
H -25.637 -8.776 10.717 0.31 -0.17 0.33 0.000
```
Positions in Å, forces in eV/Å.

* lowest unoccupied orbital energy (spin up / spin down): -3.551 / -8.231 eV
* HOMO-LUMO gap (spin up / spin down): 7.31 / 2.62 eV
* spin multiplicity: 2
* strongest force on any atom: 5.31 eV/Å
* molecular weight: 738.5 g/mol
* total charge: +1